{"formula": "C30H31BrCrN7O2S", "method": "wB97M-V/def2-TZVPD", "symbols": ["Br", "Cr", "S", "O", "O", "N", "N", "N", "N", "N", "N", "N", "C", "C", "C", "C", "C", "C", "C", "C", "C", "C", "C", "C", "C", "C", "C", "C", "C", "C", "C", "C", "C", "C", "C", "C", "C", "C", "C", "C", "C", "C", "H", "H", "H", "H", "H", "H", "H", "H", "H", "H", "H", "H", "H", "H", "H", "H", "H", "H", "H", "H", "H", "H", "H", "H", "H", "H", "H", "H", "H", "H", "H"], "positions_angstrom": [[1.263663, -7.333918, 0.090690], [1.144563, -0.616718, 0.283990], [-1.680337, 0.746482, 0.097490], [1.059363, 1.601882, -0.443610], [-0.872337, -0.526018, 0.036190], [1.546263, 2.926182, 1.299890], [3.093363, -0.471618, 0.425490], [5.336363, -0.432118, -0.311310], [1.299463, -0.202718, 2.327990], [4.873463, -0.427718, 2.008990], [3.610763, -0.340218, -1.814910], [7.025063, -0.452418, 1.235790], [2.916963, -0.570118, 4.099390], [2.597763, -0.399118, 2.741690], [1.674663, 3.848582, -0.943210], [-3.300537, -2.041218, -0.851710], [-2.835337, 4.810582, -0.893510], [1.918463, -0.579818, 5.036590], [-3.396637, 0.122082, 0.407390], [-3.734037, -2.855618, -1.882510], [1.411863, 2.702182, -0.010110], [-2.173537, 3.597682, -0.867010], [-4.887437, -0.363418, -1.526310], [-4.166937, 4.039882, -2.726710], [-3.878337, -0.788118, -0.667610], [0.584163, -0.447418, 4.600190], [3.578363, -0.433818, 1.710790], [1.914363, -4.718518, -0.864210], [1.212663, -5.428818, 0.094390], [4.033763, -0.433918, -0.533410], [0.337263, -0.271018, 3.261490], [-3.839937, 5.032982, -1.819610], [-3.512737, 2.819682, -2.694210], [0.442563, -3.376618, 1.043290], [0.464663, -4.760618, 1.047890], [-4.741637, -2.429118, -2.732310], [-1.826437, 1.256682, -1.666810], [-5.319637, -1.183318, -2.552010], [-2.517337, 2.581582, -1.754210], [5.715263, -0.450718, 0.978590], [1.873163, -3.334418, -0.845310], [1.154163, -2.618018, 0.113690], [-0.675437, -0.135118, 2.894990], [0.981063, 3.789082, -1.779710], [2.495663, -5.240718, -1.608310], [2.635163, -0.515818, -2.016910], [-4.937737, 4.214282, -3.460510], [1.871963, 3.804582, 1.667290], [1.438963, 2.149882, 1.941990], [1.582663, 4.812082, -0.452510], [2.141363, -0.697118, 6.084890], [-6.110237, -0.848118, -3.205210], [3.955163, -0.695718, 4.358690], [-0.082637, -5.318318, 1.791690], [-1.381837, 3.428782, -0.151310], [-5.341637, 0.606282, -1.376210], [7.331063, -0.543118, 2.187290], [-3.774037, 2.055482, -3.411210], [-2.568937, 5.583182, -0.190110], [-3.308237, -0.385318, 1.368990], [-0.141037, -2.870118, 1.803090], [7.677563, -0.525618, 0.475790], [2.684963, 3.757382, -1.342210], [-0.785037, 1.311482, -1.996610], [-0.223337, -0.461418, 5.313490], [-4.355337, 5.979382, -1.839210], [-2.345237, 0.469482, -2.214610], [-2.507937, -2.372018, -0.196110], [-3.288437, -3.828618, -2.017210], [-4.025137, 1.005982, 0.510790], [4.294863, -0.445918, -2.544510], [2.444163, -2.814218, -1.607710], [-5.081637, -3.069318, -3.530110]], "forces_ev_per_a": [[0.00, 0.23, 0.01], [-1.69, 0.82, -1.43], [-0.97, 0.28, -0.63], [0.14, -0.47, -0.02], [0.27, -0.59, 0.19], [0.15, -0.12, 0.48], [1.44, 0.18, 1.78], [0.29, -0.04, 0.26], [1.27, -0.17, 1.59], [-1.36, 0.02, 0.94], [-0.08, -0.10, 0.40], [-0.08, -0.07, 0.10], [0.37, 0.06, -1.11], [-2.33, 0.16, 1.93], [-0.02, -0.07, -0.05], [-0.03, 0.01, 0.09], [0.01, 0.10, 0.02], [-1.21, 0.07, -0.17], [0.48, 0.21, -0.16], [0.00, -0.03, -0.02], [-0.10, 0.19, -0.19], [0.01, -0.02, -0.06], [0.06, -0.01, 0.13], [-0.01, 0.02, -0.03], [-0.04, -0.05, -0.10], [1.00, -0.10, 0.61], [2.04, -0.05, -2.65], [0.03, -0.25, -0.02], [-0.05, -0.07, -0.05], [0.27, 0.16, -0.72], [-0.09, 0.29, -0.45], [0.02, 0.02, -0.01], [0.00, -0.07, 0.04], [0.10, 0.09, -0.06], [-0.03, -0.29, 0.08], [-0.01, 0.00, -0.03], [0.17, -0.03, 0.37], [-0.05, 0.02, -0.07], [-0.09, 0.10, 0.08], [-0.01, 0.08, -1.23], [0.08, -0.05, 0.08], [0.09, -0.29, -0.28], [0.05, -0.05, 0.02], [-0.01, 0.01, 0.03], [0.03, -0.09, -0.09], [0.19, 0.05, -0.03], [-0.09, 0.01, -0.10], [-0.03, -0.02, -0.13], [-0.03, 0.10, -0.15], [-0.02, 0.10, 0.04], [0.02, -0.03, 0.10], [-0.09, 0.00, -0.08], [0.10, -0.03, 0.06], [-0.07, -0.09, 0.08], [0.05, 0.05, 0.14], [-0.04, 0.10, -0.01], [0.07, 0.02, 0.01], [-0.04, -0.15, -0.02], [0.04, 0.11, 0.09], [0.06, 0.10, 0.06], [-0.14, -0.01, 0.14], [-0.01, -0.01, 0.01], [0.04, -0.05, 0.01], [-0.08, -0.08, 0.12], [-0.14, -0.03, 0.01], [-0.08, 0.11, -0.01], [0.06, -0.04, 0.10], [0.02, -0.04, 0.03], [0.06, -0.11, -0.02], [0.02, 0.05, 0.07], [-0.01, -0.03, 0.02], [0.03, -0.02, -0.02], [-0.04, -0.09, -0.11]], "multiplicity": 5, "total_charge": 1, "homo_ev": [-9.31, -10.23], "de_lowest_kcal_mol": 2.96, "homo_lumo_gap_ev": [5.780, 6.641]}



{"formula": "C30H31Cl2F5MoN2O4PS", "method": "wB97M-V/def2-TZVPD", "symbols": ["Mo", "Cl", "Cl", "S", "P", "F", "F", "F", "F", "F", "O", "O", "O", "O", "N", "N", "C", "C", "C", "C", "C", "C", "C", "C", "C", "C", "C", "C", "C", "C", "C", "C", "C", "C", "C", "C", "C", "C", "C", "C", "C", "C", "C", "C", "C", "C", "H", "H", "H", "H", "H", "H", "H", "H", "H", "H", "H", "H", "H", "H", "H", "H", "H", "H", "H", "H", "H", "H", "H", "H", "H", "H", "H", "H", "H", "H", "H"], "positions_angstrom": [[-0.397046, 0.149037, 0.655497], [-3.963729, -3.667384, -4.074791], [-1.435689, -4.594860, 0.602905], [-1.289707, 2.935122, 1.450903], [1.581883, -0.089804, -0.987737], [-0.977068, 5.555065, 1.924656], [0.039552, 4.836760, 0.154569], [3.344496, -0.039012, 4.588267], [-1.113720, 0.107903, 5.960528], [0.778739, 4.298899, 2.103071], [-2.401008, 2.976867, 0.559715], [-0.217091, 2.040132, 0.844282], [-1.487775, 2.668380, 2.830604], [-0.842467, -1.584009, 0.373446], [-2.156454, 0.229286, 1.825616], [-1.670840, 0.022103, -1.321247], [1.530050, -1.853893, -1.648567], [-0.230951, 0.019001, 4.956517], [2.415620, 1.037351, -3.558980], [0.933096, 2.410017, -2.124606], [3.373319, 1.601376, 0.218233], [2.039842, -0.072299, 4.294647], [1.106786, 0.020933, 5.308570], [-2.743935, -1.709680, -2.670280], [-1.538519, -2.170116, -0.551081], [-2.649020, -3.961532, -1.743170], [-1.998870, -1.264980, -1.552388], [2.477297, -2.217245, -2.794803], [3.354193, 0.274320, -0.546227], [-1.899927, -3.520693, -0.653268], [-0.324957, 4.535823, 1.398855], [-3.149213, 0.111274, 3.999533], [-3.126226, -0.724171, -3.601172], [-2.030366, 0.088100, 3.167258], [-2.803605, 0.590978, -3.345217], [4.068434, -0.854959, 0.194448], [-2.099015, 0.934898, -2.189197], [-4.528918, 0.424960, 2.083669], [1.672331, -2.858390, -0.494094], [-3.049214, -3.089393, -2.741490], [-0.651007, -0.048649, 3.623012], [1.657298, -0.190155, 2.970419], [1.299057, 0.974537, -2.516478], [0.318679, -0.165547, 2.600488], [-3.383666, 0.376440, 1.317089], [-4.409221, 0.302199, 3.462227], [2.541558, -3.300558, -2.863414], [4.304994, -1.665834, -0.485472], [2.433716, -0.276555, 2.228284], [2.749889, 0.060839, -3.886055], [0.389785, 2.458297, -1.179701], [3.142566, 2.426653, -0.450281], [4.362177, 1.781579, 0.636394], [3.883461, 0.418409, -1.493668], [3.272822, 1.600003, -3.196314], [5.005444, -0.480086, 0.599594], [-3.458769, 0.475302, 0.242887], [1.401657, 0.112538, 6.340470], [0.320600, 2.864713, -2.899669], [0.424061, 0.503167, -2.986967], [1.349169, -2.433511, 0.463525], [-3.666012, -1.016033, -4.487511], [-3.089472, 1.372136, -4.029170], [-5.275451, 0.354137, 4.101983], [-5.489230, 0.561750, 1.616367], [1.062078, -3.736516, -0.696329], [3.491001, -1.270727, 1.012245], [2.030605, 1.560786, -4.432971], [2.698740, -3.194633, -0.390247], [2.093865, -1.863362, -3.748362], [1.827876, 3.020548, -2.031200], [-2.928881, -5.000345, -1.796526], [-1.886170, 1.967742, -1.950719], [3.480119, -1.829846, -2.638794], [-3.037159, -0.010070, 5.062121], [0.505625, -1.931076, -2.043059], [2.637887, 1.625564, 1.028327]], "forces_ev_per_a": [[0.87, -0.11, 0.41], [-0.07, -0.14, -0.08], [-0.03, -0.09, -0.06], [-0.58, 1.84, 0.41], [0.93, -0.36, -1.07], [-0.20, -0.32, -0.05], [-0.25, -0.09, -0.11], [-0.08, -0.04, 0.08], [-0.05, 0.05, -0.01], [0.08, 0.11, 0.16], [-0.11, 0.33, -0.29], [0.42, 0.68, -0.35], [0.09, 0.35, 0.25], [0.42, -1.77, 0.92], [-0.93, -0.20, 0.73], [-0.11, 0.81, -0.54], [-0.21, 0.28, 0.26], [0.21, -0.10, -0.47], [-0.11, -0.21, 0.06], [-0.25, -0.10, 0.16], [-0.07, 0.03, -0.04], [-0.31, -0.04, -0.05], [0.05, 0.02, -0.10], [0.25, 0.34, 0.34], [-1.73, -1.33, -1.98], [-0.46, 0.36, -0.93], [-0.18, -0.97, -0.11], [-0.26, 0.17, 0.02], [-0.25, 0.04, 0.04], [0.75, 1.57, 0.81], [0.35, -0.25, -0.08], [-0.03, -0.03, -0.08], [0.21, 0.26, 0.26], [-0.31, -0.20, 0.47], [-0.19, -0.31, -0.23], [-0.07, 0.07, -0.10], [0.19, -0.35, 0.46], [0.11, -0.03, 0.15], [-0.13, 0.19, 0.21], [0.24, -0.46, 0.61], [0.17, -0.07, 0.12], [0.17, -0.08, -0.19], [-0.07, -0.07, 0.26], [0.53, 0.13, 0.52], [-0.55, -0.02, -0.25], [0.39, -0.03, -0.36], [0.03, -0.13, 0.01], [0.05, -0.15, -0.04], [0.05, 0.06, 0.02], [0.11, -0.04, -0.05], [0.08, 0.15, -0.29], [-0.01, 0.13, 0.02], [0.04, 0.01, 0.06], [-0.12, -0.02, 0.05], [0.07, 0.04, 0.05], [0.09, 0.04, 0.05], [0.08, 0.05, 0.07], [0.03, -0.01, 0.14], [-0.06, 0.09, -0.12], [0.12, 0.01, 0.12], [0.13, -0.28, -0.14], [-0.08, 0.06, -0.10], [-0.08, 0.09, -0.08], [-0.09, -0.03, 0.07], [-0.07, 0.03, -0.12], [-0.02, -0.08, 0.01], [-0.02, -0.07, 0.11], [0.01, 0.09, -0.07], [0.10, 0.01, 0.01], [0.11, 0.06, -0.07], [0.04, 0.05, 0.07], [-0.01, -0.14, -0.04], [0.07, 0.05, -0.02], [0.14, 0.01, -0.04], [0.08, 0.01, 0.01], [0.15, 0.05, 0.11], [0.15, -0.02, 0.01]], "total_charge": 1, "homo_ev": [-11.15, -11.34], "homo_lumo_gap_ev": [6.877, 6.852]}



{"formula": "C30H31ClILaN5O3P", "method": "wB97M-V/def2-TZVPD", "symbols": ["La", "I", "Cl", "P", "O", "O", "O", "N", "N", "N", "N", "N", "C", "C", "C", "C", "C", "C", "C", "C", "C", "C", "C", "C", "C", "C", "C", "C", "C", "C", "C", "C", "C", "C", "C", "C", "C", "C", "C", "C", "C", "C", "H", "H", "H", "H", "H", "H", "H", "H", "H", "H", "H", "H", "H", "H", "H", "H", "H", "H", "H", "H", "H", "H", "H", "H", "H", "H", "H", "H", "H", "H", "H"], "positions_angstrom": [[0.676290, -2.781890, 0.587481], [5.382275, -3.201715, 2.535830], [4.219526, -8.659146, 2.214960], [1.349592, -0.441902, -1.464290], [-0.672510, -0.761504, 0.738784], [0.470185, -1.486922, 2.482906], [2.764897, -3.149001, 0.586480], [1.967200, 0.817629, -3.828084], [0.979308, -5.291897, 0.045518], [-0.367395, 0.252416, -3.539306], [0.597951, 2.087324, -2.258364], [-2.127715, 1.549483, 2.032014], [-5.175203, 4.395733, 1.595102], [1.703109, -7.902444, 0.610770], [0.953486, 1.283839, -1.023761], [-3.160436, 2.526385, 1.846650], [-0.070808, -0.509734, 1.831929], [0.227352, -6.304629, -0.328092], [-0.389215, 3.211739, 2.390044], [1.538068, 1.214684, 2.452149], [0.557542, -7.646399, -0.085739], [1.927994, 2.531433, 2.607795], [1.758670, 2.110108, -3.278106], [3.045470, -4.430261, 1.054253], [0.200212, 0.885534, 2.223416], [-0.646021, 1.525575, -2.975673], [-5.143034, 3.565307, 2.704612], [-3.212927, 3.321013, 0.699270], [2.514251, -0.132292, -2.849898], [-0.796488, 1.882287, 2.217593], [-2.236768, 3.126933, -0.424614], [2.540761, -6.846495, 1.036649], [-0.164826, -0.766060, -2.502715], [4.472712, -6.002110, 2.216568], [-4.223876, 4.288227, 0.592137], [4.124852, -4.670948, 1.846774], [-4.125587, 2.639665, 2.840010], [3.722805, -7.056937, 1.798395], [0.947366, 3.519987, 2.568529], [2.179147, -5.527327, 0.696299], [-4.288680, 5.180199, -0.616006], [0.753625, 0.326956, -4.470751], [-5.955747, 5.139188, 1.507190], [-0.097262, -8.435923, -0.420098], [-2.733354, 3.240341, -1.388930], [-0.701187, -6.057390, -0.832882], [2.631580, 2.487524, -2.746192], [5.355427, -6.173031, 2.814615], [-5.895843, 3.656445, 3.474087], [2.964237, 2.779121, 2.783878], [-1.819466, 2.122736, -0.358922], [-1.432271, 1.484847, -2.225327], [0.395622, 3.043783, -1.961062], [1.805512, 1.775402, -0.547496], [-3.313183, 5.591142, -0.876109], [-2.435685, 0.679622, 2.433459], [1.449679, 2.819956, -4.047699], [-0.091232, -1.741775, -2.988381], [-4.657504, 4.638194, -1.489960], [0.487291, 0.998366, -5.288801], [0.115502, 1.329232, -0.329267], [1.226959, 4.555125, 2.716104], [-0.887252, 2.257135, -3.748004], [-4.059472, 2.010245, 3.717929], [2.272876, 0.419084, 2.503409], [1.985714, -8.919181, 0.847069], [0.945968, -0.663362, -4.880115], [-4.963262, 6.017089, -0.449150], [2.765700, -1.070933, -3.346768], [-1.042422, -0.771702, -1.849435], [-1.127138, 3.998875, 2.413891], [-1.411976, 3.847546, -0.394466], [3.449033, 0.269458, -2.450084]], "forces_ev_per_a": [[-1.11, -0.77, -0.43], [0.05, 0.44, -0.05], [-0.10, 0.10, -0.05], [-0.24, -0.61, -0.10], [-0.45, 0.30, -0.10], [-0.38, 1.01, 0.11], [1.34, -1.53, 0.42], [0.11, 0.01, 0.20], [0.61, 0.46, 0.10], [-0.04, -0.06, 0.19], [0.12, -0.13, 0.13], [-0.04, 0.22, -0.34], [-0.05, 0.00, 0.07], [0.12, -0.05, 0.05], [0.01, 0.70, -0.29], [0.16, -0.22, 0.30], [0.43, -0.29, 0.60], [-0.12, -0.30, 0.02], [0.12, -0.11, -0.05], [0.08, -0.02, 0.18], [-0.02, 0.33, -0.02], [-0.14, -0.08, -0.04], [-0.22, 0.12, 0.09], [-0.74, 1.23, -0.84], [-0.14, 0.12, 0.12], [0.14, 0.13, 0.06], [0.01, -0.01, 0.01], [-0.11, 0.06, 0.12], [0.33, 0.27, -0.15], [-0.01, 0.03, -0.17], [0.03, -0.05, 0.00], [0.04, -0.23, 0.09], [-0.15, 0.23, -0.10], [-0.23, 0.31, -0.18], [0.18, -0.10, -0.07], [0.49, -1.02, 0.35], [-0.02, 0.09, -0.08], [0.07, -0.08, 0.02], [0.07, 0.07, 0.01], [-0.02, -0.14, 0.04], [-0.08, 0.07, -0.04], [0.00, -0.04, -0.11], [-0.02, 0.03, -0.02], [-0.01, -0.02, -0.02], [-0.04, 0.01, -0.01], [0.02, -0.02, 0.00], [0.03, -0.06, -0.06], [0.01, -0.01, 0.02], [-0.03, 0.01, 0.02], [0.02, 0.03, 0.01], [0.00, -0.06, 0.09], [-0.02, -0.07, -0.15], [-0.04, 0.00, 0.00], [-0.02, -0.05, 0.02], [0.04, 0.02, 0.02], [0.01, -0.03, -0.03], [0.08, -0.05, 0.00], [0.05, -0.01, 0.01], [-0.01, -0.03, -0.02], [0.02, -0.02, 0.02], [0.00, -0.08, -0.02], [0.00, 0.02, 0.00], [-0.05, -0.06, 0.00], [-0.01, 0.00, 0.03], [-0.03, -0.01, -0.01], [0.01, 0.00, 0.02], [-0.02, 0.02, -0.04], [-0.02, -0.01, 0.03], [-0.06, 0.02, 0.00], [0.04, -0.05, -0.01], [-0.11, 0.03, 0.00], [0.04, 0.07, 0.08], [0.00, -0.06, -0.02]], "total_charge": 2, "homo_ev": -12.56, "de_lowest_kcal_mol": 0.00, "homo_lumo_gap_ev": 6.920}



Calculated DFT total energy, -5712.1637; -3799.5651; -2791.7493 Eh (same order as the records).